[1]
The following is a quantum chemistry calculation of a structure of composition C13H5N8O11Rh in a non-equilibrium geometry, from the OMol25 dataset.

Cartesian coordinates (Å):
Rh (-0.91, 1.29, -0.33)
O (-1.11, -0.13, -6.01)
C (0.06, -0.49, -5.57)
O (0.83, -1.17, -6.20)
C (0.47, -0.02, -4.20)
C (1.72, -0.25, -3.65)
N (1.73, 0.31, -2.44)
N (0.56, 0.88, -2.16)
C (-0.23, 0.69, -3.21)
C (-1.66, 1.17, -3.12)
O (-2.38, 1.14, -4.11)
O (-2.02, 1.60, -1.97)
H (-1.68, 0.39, -5.36)
H (2.56, -0.78, -4.06)
H (2.48, 0.31, -1.76)
N (0.86, 6.43, 2.93)
C (0.44, 5.80, 2.05)
N (0.00, 5.15, 1.05)
C (-0.30, 4.04, 0.62)
N (-0.61, 3.07, 0.01)
O (1.65, -4.75, 3.09)
N (1.03, -4.00, 3.81)
O (0.82, -4.17, 4.98)
C (0.51, -2.79, 3.21)
C (0.60, -2.62, 1.83)
C (0.05, -1.49, 1.25)
C (-0.41, -0.39, 2.07)
O (-0.59, 0.77, 1.56)
C (-0.56, -0.66, 3.46)
C (-0.13, -1.86, 4.01)
N (-1.21, 0.32, 4.30)
O (-1.46, 1.41, 3.82)
O (-1.47, -0.02, 5.43)
N (-0.05, -1.33, -0.11)
O (0.75, -1.81, -0.94)
O (-1.09, -0.61, -0.55)
H (1.05, -3.38, 1.21)
H (-0.29, -2.05, 5.06)

Results
Multiplicity: 5
⟨S²⟩: 6.0637
E in eV: -51000.0563
HOMO-LUMO gap (spin up / spin down) in eV: 6.4 / 5.0
Strongest force on any atom in eV/A: 2.23

Okay, here come the Mulliken numbers, in e, for every atom: Rh 0.706; O -0.531; C 0.492; O -0.597; C 0.631; C -0.594; N -0.084; N -0.249; C 0.015; C 0.989; O -0.742; O -0.609; H 0.445; H 0.516; H 0.204; N -0.342; C 0.450; N -0.371; C 0.695; N -0.266; O -0.626; N 1.050; O -0.614; C -0.329; C -0.589; C -0.181; C 1.576; O -0.808; C -0.668; C -0.232; N 0.990; O -0.608; O -0.623; N 0.925; O -0.616; O -0.629; H 0.605; H 0.618

[2]
The following is a quantum chemistry calculation of a cluster of 26 separate species, C13H64N2O26 in total in a non-equilibrium geometry, from the OMol25 dataset.

Cartesian coordinates (Å):
C (2.60, -0.75, 0.50)
C (2.88, -0.94, -1.06)
O (3.84, 0.01, -1.57)
C (1.58, -1.09, -1.93)
C (0.63, 0.17, -2.07)
C (0.54, 0.50, -3.62)
N (0.25, 0.70, -4.71)
C (1.09, 1.50, -1.37)
C (0.02, 2.61, -1.69)
N (-0.73, 3.43, -1.96)
C (-0.81, -0.26, -1.54)
C (-1.04, -0.38, -0.07)
C (-2.36, -0.81, 0.47)
C (-3.45, -1.15, -0.46)
C (-3.20, -1.01, -1.90)
C (-1.90, -0.57, -2.47)
H (2.66, 0.33, 0.82)
H (1.62, -1.24, 0.74)
H (3.38, -1.30, 1.11)
H (3.42, -1.94, -1.13)
H (3.79, 0.85, -1.08)
H (1.90, -1.42, -2.97)
H (0.98, -1.95, -1.51)
H (1.09, 1.41, -0.25)
H (2.06, 1.92, -1.78)
H (-0.26, -0.16, 0.70)
H (-2.54, -0.94, 1.56)
H (-4.44, -1.50, -0.08)
H (-4.05, -1.25, -2.60)
H (-1.83, -0.52, -3.58)
O (1.53, -3.12, 1.41)
H (2.36, -3.50, 1.09)
H (1.36, -3.58, 2.24)
O (5.57, 1.07, 0.64)
H (6.44, 1.31, 0.98)
H (5.77, 0.48, -0.10)
O (-0.86, 4.61, 1.55)
H (-1.74, 4.86, 1.24)
H (-0.42, 4.28, 0.75)
O (5.65, 2.04, -2.69)
H (4.87, 1.52, -2.46)
H (5.36, 2.59, -3.42)
O (2.30, 3.95, 0.41)
H (1.80, 4.63, -0.06)
H (2.15, 4.15, 1.35)
O (-2.38, -2.29, -5.18)
H (-1.47, -2.05, -5.43)
H (-2.91, -1.95, -5.91)
O (2.87, 5.36, 3.42)
H (2.16, 4.88, 3.85)
H (3.12, 6.04, 4.06)
O (2.06, 6.83, -0.53)
H (2.58, 7.21, 0.19)
H (2.44, 7.22, -1.33)
O (1.91, -5.81, 1.70)
H (1.03, -5.82, 1.31)
H (2.29, -6.66, 1.45)
O (0.33, 6.25, -3.70)
H (0.79, 5.79, -4.41)
H (0.19, 5.57, -3.02)
O (-4.51, -3.87, -0.03)
H (-4.04, -4.34, -0.73)
H (-4.64, -4.54, 0.65)
O (-7.03, -3.92, -1.85)
H (-6.33, -3.63, -1.25)
H (-6.64, -3.81, -2.73)
O (1.54, -4.84, 4.35)
H (2.01, -5.31, 3.64)
H (1.40, -5.51, 5.03)
O (-2.37, 2.49, 2.96)
H (-1.50, 2.09, 3.07)
H (-2.17, 3.35, 2.55)
O (-4.53, 2.61, 5.31)
H (-5.42, 2.85, 5.01)
H (-4.09, 2.28, 4.52)
O (2.01, -8.32, 3.22)
H (2.84, -8.69, 2.90)
H (1.85, -8.78, 4.05)
O (-1.19, -8.60, 3.80)
H (-0.28, -8.36, 3.55)
H (-1.72, -8.26, 3.07)
O (-5.63, -2.99, -5.71)
H (-4.69, -3.18, -5.71)
H (-5.82, -2.72, -6.62)
O (1.42, 6.42, -6.47)
H (1.68, 6.77, -7.33)
H (0.47, 6.29, -6.55)
O (4.90, 4.05, 5.13)
H (5.80, 4.29, 4.89)
H (4.35, 4.38, 4.40)
O (-3.00, -6.03, 3.31)
H (-3.72, -6.51, 3.74)
H (-2.74, -5.37, 3.96)
O (-5.06, -6.16, -3.08)
H (-5.45, -7.03, -3.01)
H (-5.76, -5.56, -2.80)
O (1.93, 7.73, 5.00)
H (1.44, 8.40, 4.53)
H (1.78, 7.92, 5.93)
O (0.81, 9.54, 6.59)
H (-0.09, 9.75, 6.29)
H (0.85, 9.91, 7.48)
O (-0.81, -4.89, -6.42)
H (-1.21, -5.77, -6.35)
H (-1.51, -4.29, -6.14)

Results
E in eV: -70732.3990
HOMO-LUMO gap in eV: 8.7
Strongest force on any atom in eV/A: 2.98

Mulliken population analysis, charges in e, atoms 1 to 99: C -1.011; C -0.022; O -0.636; C -1.219; C 2.927; C -0.328; N -0.668; C -0.579; C -0.161; N -0.627; C 0.043; C 0.158; C -0.977; C -0.408; C -0.742; C -0.424; H 0.243; H 0.269; H 0.362; H 0.413; H 0.392; H 0.362; H 0.425; H 0.228; H 0.404; H 0.125; H 0.373; H 0.395; H 0.342; H 0.299; O -0.561; H 0.285; H 0.240; O -0.558; H 0.266; H 0.306; O -0.730; H 0.325; H 0.353; O -0.639; H 0.462; H 0.290; O -0.493; H 0.244; H 0.245; O -0.697; H 0.326; H 0.332; O -0.747; H 0.331; H 0.330; O -0.606; H 0.289; H 0.312; O -0.600; H 0.317; H 0.247; O -0.657; H 0.327; H 0.338; O -0.565; H 0.329; H 0.249; O -0.683; H 0.375; H 0.309; O -0.622; H 0.356; H 0.269; O -0.587; H 0.276; H 0.353; O -0.637; H 0.304; H 0.323; O -0.585; H 0.271; H 0.311; O -0.619; H 0.305; H 0.323; O -0.604; H 0.306; H 0.304; O -0.640; H 0.300; H 0.317; O -0.625; H 0.312; H 0.387; O -0.620; H 0.315; H 0.316; O -0.622; H 0.297; H 0.323; O -0.598; H 0.276; H 0.348

[3]
The following is a quantum chemistry calculation of a structure of composition C13H6Cl4FeO2S, from the OMol25 dataset.

Cartesian coordinates (Å):
Fe (-0.24, -1.09, -0.96)
Cl (5.70, -1.61, 3.13)
C (4.44, -1.53, 1.94)
C (4.79, -1.49, 0.58)
C (3.81, -1.43, -0.39)
Cl (4.26, -1.38, -2.05)
C (2.45, -1.41, -0.05)
O (1.54, -1.37, -1.00)
C (2.12, -1.44, 1.32)
C (0.77, -1.39, 1.77)
O (-0.24, -1.28, 1.05)
C (3.13, -1.51, 2.31)
H (5.83, -1.50, 0.29)
H (0.60, -1.45, 2.85)
H (2.85, -1.54, 3.36)
Cl (-2.69, -1.19, -1.27)
C (-3.15, 0.50, -1.22)
C (-4.49, 0.75, -1.24)
C (-4.93, 2.07, -1.20)
C (-4.03, 3.12, -1.14)
C (-2.67, 2.86, -1.12)
Cl (-1.59, 4.18, -1.05)
C (-2.17, 1.53, -1.16)
S (-0.50, 1.25, -1.15)
H (-5.20, -0.07, -1.28)
H (-5.99, 2.28, -1.22)
H (-4.37, 4.14, -1.11)

Results
Multiplicity: 6
⟨S²⟩: 8.7903
Net charge: +1
E in eV: -112979.2588
HOMO-LUMO gap (spin up / spin down) in eV: 7.8 / 4.9
Strongest force on any atom in eV/A: 0.76

Okay, here come the Mulliken numbers, in e, for every atom: Fe 0.569; Cl -0.185; C 0.156; C -0.538; C 0.312; Cl -0.168; C 0.630; O -0.979; C 0.640; C -0.035; O -0.465; C -0.918; H 0.450; H 0.371; H 0.403; Cl -0.119; C 0.981; C -0.824; C -0.279; C -0.723; C 0.413; Cl -0.145; C 0.248; S -0.087; H 0.459; H 0.395; H 0.437